{"formula": "C31H24BrIrP2S2", "method": "ωB97M-V/def2-TZVPD", "homo_lumo_gap_ev": [6.940, 7.047], "multiplicity": 5, "charge": 0, "homo_ev": [-6.58, -8.29], "lumo_ev": [0.358, -1.243], "e_above_lowest_kcal_mol": 7.20, "symbols": ["Ir", "S", "P", "C", "P", "S", "C", "C", "C", "C", "C", "C", "C", "C", "C", "C", "C", "C", "C", "C", "C", "C", "C", "C", "C", "C", "C", "C", "C", "C", "H", "H", "H", "H", "H", "H", "H", "H", "H", "H", "H", "H", "H", "H", "H", "H", "H", "H", "H", "H", "Br", "C", "C", "C", "C", "C", "C", "H", "H", "H", "H"], "positions_angstrom": [[0.56526, -2.56701, -0.64539], [2.86371, -1.67609, 0.00605], [1.77393, 0.02958, -0.12150], [0.21583, -0.55477, -0.55025], [-1.44659, -0.29483, -0.14773], [-2.24527, -2.11370, -0.16267], [-2.24154, 0.84733, -1.30341], [-1.48179, 1.70834, -2.08506], [-2.10705, 2.60944, -2.93771], [-3.49095, 2.64698, -3.00882], [-4.25335, 1.78210, -2.23140], [-3.63206, 0.88243, -1.38166], [-1.65143, 0.51549, 1.46408], [-1.98792, 1.86293, 1.56714], [-2.13302, 2.44982, 2.81595], [-1.92683, 1.69984, 3.96377], [-1.58072, 0.35823, 3.86469], [-1.44914, -0.23449, 2.61987], [1.83652, 0.96991, 1.41963], [2.20760, 0.33952, 2.60267], [2.21302, 1.05089, 3.79310], [1.84596, 2.38825, 3.80516], [1.46667, 3.01802, 2.62717], [1.45811, 2.31120, 1.43633], [2.48348, 1.10514, -1.39112], [3.48829, 2.02292, -1.09843], [4.05347, 2.77710, -2.11553], [3.62328, 2.61412, -3.42520], [2.63019, 1.69039, -3.72193], [2.06274, 0.93414, -2.70833], [-0.39979, 1.67347, -2.02900], [-1.51099, 3.27719, -3.54647], [-3.97963, 3.34599, -3.67530], [-5.33345, 1.80651, -2.29383], [-4.22087, 0.19603, -0.78470], [-2.15598, 2.45220, 0.67495], [-2.40783, 3.49438, 2.89091], [-2.04073, 2.15872, 4.93775], [-1.42358, -0.23008, 4.75962], [-1.20550, -1.28701, 2.53274], [2.50260, -0.70205, 2.58148], [2.50593, 0.55886, 4.71142], [1.85355, 2.94259, 4.73496], [1.17322, 4.05974, 2.63683], [1.16036, 2.80539, 0.51844], [3.83057, 2.15028, -0.07878], [4.83230, 3.49191, -1.88424], [4.06586, 3.20532, -4.21641], [2.29915, 1.55589, -4.74344], [1.29349, 0.20363, -2.93179], [-0.89885, -9.13594, -0.70230], [-0.55283, -7.27061, -0.70108], [0.12854, -6.70605, -1.76497], [0.37802, -5.34041, -1.75642], [-0.03666, -4.52873, -0.69322], [-0.74594, -5.13354, 0.35038], [-0.99427, -6.49741, 0.36047], [0.45849, -7.32314, -2.58958], [0.90977, -4.91099, -2.59797], [-1.11311, -4.52968, 1.17086], [-1.53223, -6.95572, 1.17924]], "forces_ev_per_a": [[0.04, 0.03, -0.04], [0.02, 0.04, 0.01], [0.03, -0.08, 0.03], [-0.03, -0.03, 0.06], [-0.01, 0.01, -0.01], [-0.02, 0.04, 0.03], [-0.02, -0.05, -0.02], [0.03, 0.03, 0.03], [0.02, 0.00, 0.01], [-0.02, -0.01, 0.01], [0.00, 0.02, -0.01], [0.01, -0.01, -0.02], [0.03, 0.09, -0.06], [-0.04, -0.03, 0.01], [0.01, 0.00, 0.03], [0.00, 0.01, -0.01], [0.00, -0.02, -0.01], [0.03, -0.02, 0.00], [0.01, -0.01, 0.01], [0.04, 0.01, -0.01], [0.00, 0.01, 0.01], [0.00, -0.01, 0.00], [-0.02, 0.00, 0.00], [-0.04, 0.00, 0.00], [-0.05, -0.03, -0.04], [0.01, 0.01, 0.02], [0.00, 0.00, 0.00], [-0.01, 0.00, 0.01], [0.01, 0.01, 0.00], [0.00, 0.01, 0.00], [-0.03, 0.01, -0.01], [0.00, 0.00, 0.00], [0.00, 0.00, 0.00], [0.00, 0.00, 0.00], [0.01, -0.01, 0.00], [0.01, 0.01, -0.01], [0.00, 0.00, 0.00], [0.00, 0.00, 0.00], [0.00, 0.00, 0.00], [0.01, 0.00, 0.01], [-0.01, 0.00, 0.00], [0.00, 0.00, 0.00], [0.00, 0.00, 0.00], [0.00, 0.00, 0.00], [0.00, 0.00, 0.00], [0.00, -0.01, -0.01], [0.00, 0.00, 0.00], [0.00, 0.00, 0.00], [0.00, 0.00, 0.00], [0.01, 0.00, 0.00], [0.00, 0.01, 0.00], [0.00, 0.00, 0.00], [0.00, -0.01, 0.00], [0.01, 0.04, -0.01], [-0.05, -0.03, 0.03], [0.00, 0.00, -0.02], [-0.01, -0.01, 0.00], [0.00, 0.00, 0.00], [0.00, 0.00, 0.00], [0.00, 0.00, 0.00], [0.00, 0.00, 0.00]]}

{"formula": "C4H8N2O", "method": "ωB97M-V/def2-TZVPD", "homo_lumo_gap_ev": [7.764, 7.529], "charge": 0, "homo_ev": [-7.12, -6.91], "lumo_ev": [0.647, 0.618], "e_above_lowest_kcal_mol": 162.85, "symbols": ["C", "C", "C", "N", "C", "N", "O", "H", "H", "H", "H", "H", "H", "H", "H"], "positions_angstrom": [[-0.17472, -0.18179, -0.41663], [0.75383, -1.33450, -0.16981], [-0.29486, 0.86845, 0.43787], [0.97881, 1.33868, -1.44921], [-1.62365, -0.60154, 1.47631], [-0.31742, 1.88587, 1.08601], [-1.45154, -1.64330, 2.01640], [-0.97306, -0.28527, -1.14036], [0.57654, 1.25479, -2.38347], [1.87920, 0.86135, -1.50066], [0.19889, 2.66440, 0.67378], [-2.50438, 0.05631, 1.71119], [0.22216, -2.14721, 0.33171], [1.59754, -1.03212, 0.44858], [1.13266, -1.70412, -1.12170]], "forces_ev_per_a": [[1.53, 1.12, -1.44], [-0.05, 0.05, 0.02], [-1.27, -1.12, 1.47], [-0.29, -0.84, -0.07], [0.17, 0.82, 0.50], [-0.12, -0.06, -0.03], [0.08, 0.04, -0.34], [-0.05, 0.02, 0.12], [0.14, 0.02, -0.03], [-0.02, 0.02, -0.13], [0.06, -0.10, -0.08], [-0.09, -0.09, -0.04], [0.02, 0.07, 0.03], [-0.05, 0.00, 0.01], [-0.05, 0.05, 0.01]]}

{"formula": "C48H79F9NO3S", "method": "ωB97M-V/def2-TZVPD", "homo_lumo_gap_ev": 5.045, "charge": 1, "homo_ev": -10.31, "lumo_ev": -5.270, "symbols": ["C", "C", "C", "C", "C", "C", "C", "C", "C", "C", "C", "C", "N", "C", "C", "O", "C", "C", "C", "C", "C", "C", "C", "C", "C", "C", "C", "C", "C", "F", "F", "C", "F", "F", "S", "F", "F", "F", "F", "F", "C", "C", "O", "O", "H", "H", "H", "H", "H", "H", "H", "H", "H", "H", "H", "H", "H", "H", "H", "H", "H", "H", "H", "H", "H", "H", "H", "H", "H", "H", "H", "H", "H", "H", "H", "H", "H", "H", "H", "H", "H", "C", "C", "C", "C", "C", "C", "H", "H", "H", "H", "H", "H", "H", "H", "H", "H", "H", "H", "H", "H", "C", "C", "C", "C", "C", "C", "H", "H", "H", "H", "H", "H", "H", "H", "H", "H", "H", "H", "H", "H", "C", "C", "C", "C", "C", "C", "H", "H", "H", "H", "H", "H", "H", "H", "H", "H", "H", "H", "H", "H"], "positions_angstrom": [[1.88510, 0.68871, -1.64869], [0.38820, 1.41480, -1.79583], [-0.06657, 2.34370, -0.50042], [-0.43988, 1.18960, -3.02081], [-1.84914, 2.02126, -3.36113], [-3.08232, 1.03215, -2.92733], [-4.57776, 1.70067, -3.02732], [-4.53114, 3.37000, -2.99730], [-5.47323, 1.21183, -4.31016], [-6.03812, -0.34484, -4.18699], [-7.27680, -0.52035, -3.12455], [-6.96580, -1.32181, -1.70911], [-8.00194, -1.53370, -0.59787], [-7.71490, -2.22715, 0.72364], [-6.64329, -3.46349, 0.62494], [-7.11468, -4.72914, 0.45256], [-5.01724, -3.11478, 0.71668], [-4.05950, -3.72982, -0.48103], [-2.44673, -3.41668, -0.44819], [-1.70796, -2.49876, 0.70021], [-2.67940, -1.87917, 1.91182], [-4.32036, -2.18608, 1.87353], [-9.43714, -0.98972, -0.76024], [-9.92372, -0.15496, -2.12250], [-11.44513, 0.48310, -2.29798], [-11.55826, 2.03656, -1.68856], [-10.20976, 2.52138, -0.89002], [-10.27429, 4.03356, -0.26504], [-9.20870, 4.28109, 1.00155], [-9.55184, 3.18746, 1.98650], [-9.62026, 5.62711, 1.55201], [-7.67222, 4.22596, 0.45718], [-7.22379, 2.82788, 0.10012], [-7.61543, 4.98884, -0.84560], [-6.36010, 4.92284, 1.57996], [-5.71081, 3.31853, 1.83583], [-7.25905, 4.69783, 3.01596], [-6.84366, 6.55156, 1.36949], [-5.25914, 5.01985, 0.22524], [-5.06160, 5.49989, 2.55492], [-8.80712, 0.06935, -3.32004], [-9.12067, 0.86271, -4.73014], [-8.67505, 0.42948, -5.94152], [-9.92955, 2.11368, -4.77387], [2.71739, 1.33722, -2.17700], [1.84864, -0.36487, -2.17504], [2.16383, 0.53173, -0.50440], [-0.30265, 1.68896, 0.45542], [-1.01399, 3.00129, -0.69994], [0.81478, 3.07158, -0.17620], [-0.01012, 0.39241, -3.79587], [-1.77238, 3.01935, -2.75124], [-1.79204, 2.24466, -4.52358], [-3.04873, 0.07896, -3.60888], [-2.92104, 0.67755, -1.80138], [-5.17351, 1.40464, -2.03816], [-3.74331, 3.77622, -2.19884], [-5.55902, 3.85174, -2.70174], [-4.17390, 3.82687, -4.03397], [-6.33907, 2.00533, -4.47546], [-4.77107, 1.31464, -5.26743], [-5.11366, -1.02466, -3.85985], [-6.37561, -0.64640, -5.28881], [-5.88229, -1.74032, -1.56696], [-8.74030, -2.49976, 1.22907], [-7.21285, -1.39943, 1.42178], [-4.50999, -4.39413, -1.34970], [-1.77446, -3.89577, -1.30262], [-0.55609, -2.27774, 0.72966], [-2.15700, -1.21821, 2.73709], [-4.96017, -1.71642, 2.75081], [-10.24982, -1.12467, 0.09853], [-12.16379, -0.25808, -1.70469], [-11.74521, 0.46604, -3.45281], [-11.88736, 2.79610, -2.54632], [-12.45578, 2.06492, -0.90412], [-10.00931, 1.70915, -0.05052], [-9.33451, 2.53721, -1.70207], [-11.35138, 4.15110, 0.23594], [-10.21632, 4.89517, -1.07334], [-10.38042, 2.15874, -5.68759], [8.55288, -0.37569, 1.09821], [7.53409, 0.12943, 0.08874], [6.08752, -0.18970, 0.47424], [5.74465, -1.68051, 0.57113], [5.99784, -2.49747, -0.69826], [5.15907, -2.04644, -1.88372], [8.53973, -1.46662, 1.17451], [9.56216, -0.07704, 0.79465], [8.36127, 0.04393, 2.09062], [7.76524, -0.27663, -0.90156], [7.63753, 1.21806, 0.00636], [5.41801, 0.29145, -0.24850], [5.86784, 0.27725, 1.44293], [4.68659, -1.77328, 0.84622], [6.30934, -2.13105, 1.39567], [5.76186, -3.54698, -0.48752], [7.05972, -2.47071, -0.96710], [4.09158, -2.09629, -1.64921], [5.34686, -2.69552, -2.74565], [5.40066, -1.02203, -2.18326], [5.01376, 2.94172, 4.03997], [6.50851, 2.97529, 3.76302], [7.32971, 2.15591, 4.76166], [7.25369, 2.62446, 6.21910], [7.67559, 4.07486, 6.46653], [9.12823, 4.35000, 6.11100], [4.77147, 3.39274, 5.00640], [4.47619, 3.50338, 3.26826], [4.63765, 1.91402, 4.03258], [6.85540, 4.01368, 3.74242], [6.68443, 2.57248, 2.75833], [8.37625, 2.15189, 4.43483], [6.99860, 1.11033, 4.71897], [7.88507, 1.96398, 6.82646], [6.23189, 2.48874, 6.59226], [7.53128, 4.30105, 7.52935], [7.02499, 4.76359, 5.91611], [9.79965, 3.69509, 6.67428], [9.38464, 5.38679, 6.35350], [9.31743, 4.20446, 5.04304], [11.04118, -7.26640, -1.57265], [10.04386, -7.60141, -0.47482], [8.74476, -6.79731, -0.56848], [8.89729, -5.27904, -0.42344], [9.55492, -4.80514, 0.87495], [8.76537, -5.17397, 2.12109], [11.37506, -6.22671, -1.51197], [11.92701, -7.90453, -1.48273], [10.60437, -7.43342, -2.56209], [10.51307, -7.45876, 0.50421], [9.79613, -8.66742, -0.54453], [8.04795, -7.16741, 0.19282], [8.26909, -7.00420, -1.53576], [7.90210, -4.82393, -0.50240], [9.47350, -4.88854, -1.27034], [9.65006, -3.71379, 0.83675], [10.57444, -5.19848, 0.95519], [7.75228, -4.76311, 2.07818], [9.25754, -4.76856, 3.01154], [8.69444, -6.25855, 2.24825]], "forces_ev_per_a": [[-0.92, -0.01, -0.05], [-1.60, -0.60, -2.32], [0.43, 0.05, -0.21], [2.21, 0.86, 3.15], [1.90, -1.33, 0.30], [-0.28, 0.21, 0.19], [-0.79, 0.84, 0.75], [0.69, 0.29, 0.11], [0.56, 0.81, 0.05], [0.20, 0.34, -0.42], [-2.38, -0.50, 2.75], [-2.86, 1.56, -1.15], [-1.83, 2.25, -4.02], [0.91, 0.81, 1.69], [-1.12, -5.57, -0.78], [3.16, 8.42, 0.98], [3.13, 0.45, -0.63], [1.92, 2.20, 3.07], [-1.65, 1.20, 2.16], [-5.17, -0.71, 0.63], [-1.31, -2.48, -3.73], [2.23, -0.95, -2.07], [1.40, 1.28, -3.46], [3.54, -0.95, -0.12], [0.52, -0.65, 0.40], [-0.89, 0.63, 0.64], [0.65, -0.05, -1.05], [-1.33, -0.13, 0.77], [-3.78, -0.23, -0.52], [1.76, 3.59, -2.56], [2.05, -4.33, -1.28], [-0.23, -1.43, -3.74], [-2.18, 4.62, 0.99], [-0.37, -2.45, 4.47], [5.44, 0.58, 2.42], [-1.31, 3.26, -0.16], [1.33, 0.76, -3.32], [0.61, -3.86, 0.38], [-2.54, 0.05, 2.67], [-2.89, -1.09, -2.01], [1.32, -1.28, 2.78], [0.90, -0.54, -6.72], [-2.66, 2.26, 8.42], [1.06, -3.67, -0.01], [-1.76, -1.25, 1.18], [0.12, 2.14, 1.04], [-0.61, 0.41, -2.49], [0.53, 1.07, -2.09], [1.82, -1.33, 0.21], [-1.80, -1.57, -0.84], [-1.07, 1.99, 1.69], [-0.46, -2.04, -1.30], [-0.45, -0.39, 2.48], [0.05, 1.70, 1.28], [-0.16, 0.81, -2.49], [1.19, 0.50, -2.03], [-1.79, -1.09, -1.64], [1.85, -1.13, -0.70], [-0.86, -1.11, 2.09], [1.58, -1.87, 0.38], [-1.61, -0.54, 1.93], [-2.25, 1.35, -0.56], [0.44, 0.42, 2.67], [-2.36, 0.75, 0.10], [2.18, 0.11, -1.30], [-1.00, -1.76, -1.52], [1.02, 1.52, 2.14], [-1.67, 1.19, 2.05], [-2.58, -0.61, -0.25], [-1.52, -1.53, -1.77], [1.40, -1.19, -2.08], [2.31, 0.07, -1.91], [1.51, 1.72, -1.35], [0.85, -0.05, 2.69], [1.04, -1.77, 1.78], [1.90, -0.22, -1.71], [-0.18, 1.93, -1.71], [-1.68, -0.32, 1.98], [2.47, -0.14, -0.79], [0.29, -1.93, 1.76], [1.45, -0.37, 1.64], [0.23, -0.02, -0.07], [-0.12, 0.11, 0.06], [-0.08, 0.04, -0.11], [0.14, -0.05, 0.09], [-0.08, -0.02, 0.14], [0.11, -0.03, -0.24], [0.01, 0.07, 0.05], [-0.10, -0.08, 0.12], [0.01, -0.07, -0.04], [-0.05, 0.02, 0.03], [-0.04, -0.11, -0.06], [0.02, -0.04, 0.05], [0.04, -0.02, -0.06], [0.05, -0.01, -0.02], [-0.04, 0.05, -0.04], [0.08, 0.07, 0.02], [-0.06, 0.01, 0.06], [0.04, 0.05, -0.01], [-0.09, 0.12, 0.06], [-0.07, -0.08, 0.02], [-0.14, 0.18, -0.10], [0.09, -0.15, -0.01], [0.16, 0.02, -0.04], [-0.15, 0.00, 0.03], [-0.03, -0.11, 0.10], [0.07, 0.22, -0.08], [-0.01, -0.08, -0.07], [-0.01, -0.09, 0.13], [0.01, 0.06, 0.05], [0.02, -0.07, 0.02], [0.05, 0.07, 0.07], [-0.07, -0.01, 0.04], [0.01, 0.08, -0.02], [-0.05, 0.07, -0.05], [0.07, -0.02, -0.03], [-0.06, -0.02, -0.11], [0.01, -0.07, 0.03], [-0.03, 0.03, -0.08], [0.05, -0.15, -0.05], [0.03, -0.01, 0.11], [0.24, -0.06, 0.03], [-0.16, -0.06, -0.05], [-0.09, -0.04, 0.12], [0.11, 0.02, -0.11], [-0.07, 0.07, -0.12], [0.14, -0.04, 0.22], [-0.02, -0.08, -0.06], [-0.09, 0.13, -0.09], [0.04, 0.06, 0.06], [-0.06, 0.00, -0.03], [0.01, 0.11, 0.08], [0.04, 0.05, -0.06], [0.06, 0.00, 0.08], [0.09, -0.03, 0.02], [-0.05, -0.04, 0.04], [0.06, -0.08, -0.05], [-0.07, 0.02, -0.05], [0.02, -0.06, 0.00], [-0.13, -0.08, -0.06], [-0.04, 0.11, 0.00]]}

{"formula": "C5H5NO", "method": "ωB97M-V/def2-TZVPD", "homo_lumo_gap_ev": 7.385, "charge": 0, "homo_ev": -8.93, "lumo_ev": -1.543, "e_above_lowest_kcal_mol": 139.54, "symbols": ["O", "C", "C", "C", "C", "C", "N", "H", "H", "H", "H", "H"], "positions_angstrom": [[-1.47551, -0.38482, -0.98631], [-1.14248, -0.71506, 0.34941], [-0.06335, -0.01315, 1.04942], [0.30714, 1.22208, 0.60024], [0.58902, 2.37470, 0.27718], [1.72057, -1.35653, -0.63949], [2.69990, -1.69479, -0.13063], [-1.48012, 0.58126, -1.05453], [-1.96722, -0.50155, 1.06700], [-1.02425, -1.80153, 0.38588], [0.83524, -1.07271, -1.18639], [1.00105, 3.36210, 0.26821]], "forces_ev_per_a": [[0.07, 0.25, 0.06], [0.17, -0.12, 0.21], [-0.30, 0.26, 0.00], [0.04, 0.35, -0.03], [-0.04, -0.49, 0.22], [0.90, -0.40, 0.06], [-1.00, 0.37, -0.42], [0.00, -0.14, -0.10], [0.03, -0.01, -0.08], [0.02, 0.11, 0.04], [0.18, -0.04, 0.12], [-0.08, -0.15, -0.08]]}

The calculation returns the following largest force on an atom values, one per record and in order: 0.002; 0.046; 0.177; 0.022 Eh/bohr.